Formula: C5H12N4
Source: the Open Molecules 2025 dataset
Level of theory: ωB97M-V/def2-TZVPD

The geometry in ORCA input format:
```
! RIJCOSX wB97M-V def2-TZVPD def2/J DEFGRID3
* xyz 0 1
N 0.41935 -1.94281 -0.26343
N 1.04680 -0.13009 -1.61639
N -1.97873 -0.81100 0.49522
N -0.35745 0.76060 1.15539
C 0.82101 0.28496 0.85976
C 2.11436 0.55261 1.51555
C -1.61242 1.16294 -0.95778
C 0.45633 -0.50064 -0.35872
C -1.02219 0.16157 0.00924
H -0.89000 1.94438 -1.21035
H -1.91876 0.67507 -1.88901
H 1.94869 1.02558 2.48643
H 1.18361 0.87157 -1.72285
H 0.00420 -2.32809 -1.11071
H -2.94181 -0.49960 0.39148
H -2.49420 1.65546 -0.53017
H -0.25106 -2.21192 0.46101
H 2.66114 -0.38259 1.65708
H 1.94468 -0.58229 -1.76763
H -1.84738 -0.93153 1.49918
H 2.71383 1.22583 0.89670
*
```

## Properties
Gap between HOMO and LUMO   9.66 eV

***

Formula: C3H10N2O
Source: the Open Molecules 2025 dataset
Level of theory: ωB97M-V/def2-TZVPD

The geometry in ORCA input format:
```
! RIJCOSX wB97M-V def2-TZVPD def2/J DEFGRID3
* xyz 0 1
O -1.26021 2.04381 -0.12062
N -1.67519 -0.10057 0.44455
N -2.14978 -1.38794 0.15958
C -1.69230 0.95314 -0.38996
C 1.94907 -0.23390 -0.59022
C 1.78581 0.46878 0.74894
H -1.25804 0.00778 1.36083
H 1.44389 -0.23168 1.50915
H -3.13072 -1.35548 -0.11091
H 1.06472 1.27882 0.66728
H -2.15945 0.70730 -1.36516
H 2.66292 -1.05211 -0.51308
H -1.61955 -1.80846 -0.60245
H 2.73471 0.88786 1.07526
H 0.99795 -0.64106 -0.92848
H 2.30615 0.46372 -1.34472
*
```

## Properties
Structure (SMILES)   NNC=O.CC
Gap between HOMO and LUMO   10.97 eV

***

Formula: C5H8N
Source: the Open Molecules 2025 dataset
Level of theory: ωB97M-V/def2-TZVPD

The geometry in ORCA input format:
```
! RIJCOSX wB97M-V def2-TZVPD def2/J DEFGRID3
* xyz 1 1
N -1.78016 0.51272 0.52217
C 0.30314 1.51578 -0.25860
C 0.12437 -0.95530 0.04662
C 1.41611 -1.68623 -0.29068
C -0.36291 0.34661 0.06884
C 0.66470 2.63579 -0.49283
H -0.68907 -1.64829 0.22268
H 2.05439 -1.43353 -1.10210
H -2.04550 1.51217 0.79017
H 1.40441 3.39188 -0.46843
H -2.34658 0.16654 -0.29364
H -1.78806 0.16220 1.48201
H 1.99417 -1.93552 0.58998
H 1.05098 -2.58481 -0.81617
*
```

## Properties
Structure (SMILES)   C#C/C([NH3+])=C\C
Gap between HOMO and LUMO   9.61 eV

***

Formula: C3H5ClO2P
Source: the Open Molecules 2025 dataset
Level of theory: ωB97M-V/def2-TZVPD

The geometry in ORCA input format:
```
! RIJCOSX wB97M-V def2-TZVPD def2/J DEFGRID3
* xyz -1 1
Cl -2.35013 -2.31527 -0.17751
P -2.09939 1.45121 0.10814
O -2.59927 2.13950 -1.06470
O -2.46399 1.78217 1.51264
C -0.28100 0.24686 -1.42030
C -0.10365 -0.27657 1.09086
C -0.68623 0.30501 -0.17826
H -0.77240 -0.84705 1.56241
H 0.42349 0.50266 1.72848
H -0.75382 0.70401 -2.14658
H 0.86157 -0.91612 0.93746
H 0.69421 -0.31594 -1.68944
*
```

## Properties
Gap between HOMO and LUMO   7.60 eV

***

Formula: C21H32N2O3S
Source: the Open Molecules 2025 dataset
Level of theory: ωB97M-V/def2-TZVPD

The geometry in ORCA input format:
```
! RIJCOSX wB97M-V def2-TZVPD def2/J DEFGRID3
* xyz 0 1
S 0.13118 -0.86736 -3.46711
O -0.40809 -2.14254 -3.83559
O -2.96943 2.12897 1.28193
O 1.07378 -0.21960 -4.32885
N -1.31642 0.59979 1.36804
N -1.15277 0.16977 -3.28861
C 2.10644 -1.55476 0.86637
C 2.54181 -1.85170 2.14375
C -2.47030 -0.23054 -1.23770
C 1.07896 -2.29616 0.27773
C -2.21363 1.36758 0.71679
C 1.95664 -2.88309 2.86181
C 0.91940 -1.02304 -1.86683
C 0.29827 1.10565 3.12749
C -1.40767 -0.73835 3.40120
C -0.84939 1.52461 -2.90406
C -1.12426 0.63802 2.80367
C 0.58432 -2.02478 -1.06463
C -2.38952 -0.35008 -2.76181
C -2.19904 1.21464 -0.80593
C 0.93343 -3.62339 2.29151
C 1.95572 3.05302 2.96138
C -0.86769 1.71070 -1.38432
C 0.50092 -3.33547 1.01083
C 2.03501 4.54146 2.62688
C 3.06610 2.29916 2.23280
C 0.56966 2.51160 2.59531
H -3.21221 0.20757 -3.22259
H 3.34673 -1.28102 2.58328
H -0.04020 1.15340 -0.94025
H 0.47494 -4.42851 2.84579
H -3.00353 1.85228 -1.18716
H -3.46349 -0.53364 -0.90271
H -1.59327 2.18404 -3.36429
H -0.73526 2.76758 -1.14578
H -0.29332 -3.91711 0.56609
H 0.13008 1.75743 -3.32384
H 3.00866 4.94383 2.89701
H 1.00319 0.39074 2.69729
H 3.07605 1.24929 2.51232
H -0.70132 -0.01176 0.85510
H 0.46086 2.51837 1.50843
H 2.57409 -0.75299 0.31581
H -1.85107 1.36473 3.18034
H -1.74095 -0.90538 -0.78740
H 2.10190 2.93169 4.04068
H 1.27267 5.09827 3.16635
H 2.29899 -3.10950 3.86001
H 1.88286 4.69822 1.56103
H -2.41459 -1.05790 3.14500
H 2.92790 2.37235 1.15567
H -0.69884 -1.47155 3.02001
H -1.32064 -0.70229 4.48332
H -2.44880 -1.39112 -3.07980
H -0.19007 3.18372 2.99988
H 1.66291 -0.27106 -1.67583
H 0.43018 1.09626 4.21068
H -0.15379 -2.72001 -1.44727
H 4.03618 2.72406 2.48081
*
```

## Properties
Structure (SMILES)   CC(C)CC[C@H](C)NC(=O)C1CCN(S(=O)(=O)/C=C/c2ccccc2)CC1
Gap between HOMO and LUMO   8.80 eV

***

Formula: C3H12O4
Source: the Open Molecules 2025 dataset
Level of theory: ωB97M-V/def2-TZVPD

The geometry in ORCA input format:
```
! RIJCOSX wB97M-V def2-TZVPD def2/J DEFGRID3
* xyz 0 1
O -6.38535 1.95564 -1.36251
O 1.73907 -2.25229 4.34288
O 0.13491 2.37802 -0.76245
O 1.70792 -1.85678 -1.97167
C 1.23265 0.30942 -1.09231
C 1.53251 -1.14946 -0.75334
C 0.72632 1.27909 -0.02682
H -5.58628 1.43891 -1.51336
H -6.07179 2.64113 -0.76531
H 0.38510 0.29895 -1.83313
H -0.68437 2.76326 -0.45312
H 0.99187 -2.46803 3.78114
H 2.10244 0.65921 -1.71769
H 0.54106 -1.43219 -0.35295
H 1.91595 -2.97214 4.94621
H 2.31625 -1.22903 0.04281
H 1.60009 1.60413 0.55683
H 1.82593 -2.77512 -1.69374
H -0.02428 0.80727 0.62852
*
```

## Properties
Structure (SMILES)   OCCCO.O.O
Gap between HOMO and LUMO   10.85 eV

***

Formula: C3H14NO2
Source: the Open Molecules 2025 dataset
Level of theory: ωB97M-V/def2-TZVPD

The geometry in ORCA input format:
```
! RIJCOSX wB97M-V def2-TZVPD def2/J DEFGRID3
* xyz 1 1
O -2.78904 1.43072 0.87953
O 1.68998 -0.46280 2.79686
N -0.01808 0.90333 0.62944
C 0.22493 -0.92793 -1.04317
C 0.54219 0.50189 -0.73612
C 0.43886 -1.20115 -2.53806
H -3.67797 1.06736 0.67670
H 0.33995 1.80305 0.94502
H -0.83213 -1.08860 -0.80410
H 1.39772 -0.84794 -2.91460
H -0.36587 -0.73456 -3.10337
H 1.61107 0.69351 -0.62138
H 0.85290 -1.60188 -0.46187
H -2.90435 1.54930 1.83930
H 2.56912 -0.71859 3.10300
H 0.43374 -2.27140 -2.71713
H 1.18183 -0.48339 3.62065
H 0.23821 0.21367 1.33632
H -1.05566 0.93683 0.53302
H 0.12259 1.23858 -1.42004
*
```

## Properties
Gap between HOMO and LUMO   12.62 eV

***

Calculated energy relative to the best compared isomer or geometry (same formula, charge and spin) in order - 21.17 32.52 89.01 30.53 29.72 33.86 6.39 kcal per mole
Calculated HOMO energy in order - -8.683 -10.097 -13.672 -4.156 -9.153 -10.451 -15.709 eV
Calculated calculated total energy in order - -11339.303 -8300.094 -6794.229 -29100.450 -42254.898 -11494.294 -8917.509 eV